--- a ---
4 unconnected molecules or ions with the total composition C3H16N2O3. Source: the OMol25 dataset; level of theory: the ωB97M-V functional and the def2-TZVPD basis.

SMILES = CCNCN.O.O.O
LUMO energy = 0.022 Ha
HOMO = -0.3372 Eh

CARTESIAN COORDINATES (ANGSTROEM)
O 2.300 0.123 -0.995
O 1.406 -1.576 -3.029
O 0.224 -2.863 -1.051
N -1.761 1.898 -0.657
N -0.461 0.283 0.474
C -1.835 0.551 -0.052
C 0.590 1.210 2.474
C -0.381 0.129 1.927
H 1.672 0.703 -0.542
H -0.333 -3.000 -1.834
H 2.128 -0.938 -3.052
H 0.126 2.190 2.435
H -0.073 -0.865 2.267
H 1.000 -3.424 -1.108
H -2.575 0.453 0.755
H -0.937 2.406 -0.370
H -2.048 -0.216 -0.796
H 1.456 1.295 1.804
H -1.306 0.306 2.499
H 1.033 0.967 3.455
H -0.085 -0.539 0.016
H 1.707 -0.599 -1.261
H 0.680 -0.943 -3.077
H -2.528 2.448 -0.281

=====

--- b ---
4 unconnected molecules or ions with the total composition C3H16N2O3. Source: the OMol25 dataset; level of theory: the ωB97M-V functional and the def2-TZVPD basis.

SMILES = NCCCN.O.O.O
LUMO energy = 0.010 Ha
HOMO = -0.3506 Eh

CARTESIAN COORDINATES (ANGSTROEM)
O 0.907 -0.117 -2.310
O -0.817 1.770 2.559
O 0.874 3.313 -1.438
N -2.468 -1.444 -0.506
N 1.408 -0.333 2.006
C 1.010 -0.530 0.580
C -0.281 -1.312 0.294
C -1.167 -0.762 -0.838
H 1.100 2.938 -0.582
H 1.562 -0.827 -2.350
H -0.887 -1.123 -1.812
H 0.815 0.498 0.246
H 1.864 -0.850 -0.017
H 2.424 -0.415 1.972
H 1.235 -1.154 2.588
H 0.087 1.599 2.252
H -2.939 -0.995 0.272
H -1.259 1.104 2.016
H -3.073 -1.288 -1.307
H 1.447 0.682 -2.378
H 0.343 2.618 -1.843
H -1.310 0.320 -0.771
H -0.897 -1.336 1.197
H 0.020 -2.357 0.170

=====

Question: which arrangement is favored energetically? Ranking from most to least stable: a, b.

=====

--- a ---
A gas-phase ion, C4H8NO2S (charge -1). Source: the OMol25 dataset; level of theory: the ωB97M-V functional and the def2-TZVPD basis.

SMILES = O=C[C@@H](CS)NC[O-]
LUMO energy = 0.120 Ha
charge = -1
HOMO = -0.1164 Eh

CARTESIAN COORDINATES (ANGSTROEM)
S 0.321 2.498 -0.087
O 0.450 -1.029 -2.481
O -0.882 -0.812 2.510
N 0.397 -1.516 -0.117
C 0.688 0.827 0.707
C -0.241 -0.226 0.249
C -1.195 -0.717 1.344
C 0.023 -1.876 -1.593
H 0.466 1.130 1.736
H 0.267 2.002 -1.333
H 0.374 -2.938 -1.713
H 1.748 0.595 0.639
H 1.398 -1.616 -0.076
H -0.808 -0.074 -0.680
H -1.110 -1.889 -1.470
H -2.296 -0.763 1.148

=====

--- b ---
A gas-phase ion, C4H8NO2S (charge -1). Source: the OMol25 dataset; level of theory: the ωB97M-V functional and the def2-TZVPD basis.

SMILES = C[C@H](CS)NC(=O)[O-]
LUMO energy = 0.112 Ha
charge = -1
HOMO = -0.1560 Eh

CARTESIAN COORDINATES (ANGSTROEM)
S 0.806 0.873 2.334
O -2.159 -1.518 0.098
O -1.720 -2.302 -1.956
N -0.708 -0.330 -1.299
C 0.027 -0.286 1.127
C -0.023 0.455 -0.269
C 1.273 1.106 -0.682
C -1.627 -1.504 -1.024
H 1.782 0.546 -1.482
H -0.189 -0.304 -2.166
H -0.662 1.298 0.054
H 0.962 2.110 -1.067
H 2.000 1.197 0.130
H -0.974 -0.327 1.544
H 0.672 0.230 3.513
H 0.539 -1.246 1.145

=====

Question: which arrangement is favored energetically? Ranking from most to least stable: b, a.

=====

--- a ---
A molecular structure, C37H28BrCsIN5O3STe. Source: the OMol25 dataset; level of theory: the ωB97M-V functional and the def2-TZVPD basis.

LUMO energy = 0.132 Ha
charge = -2
HOMO = -0.0652 Eh

CARTESIAN COORDINATES (ANGSTROEM)
Cs 1.655 -0.245 -0.974
I 0.864 -3.734 0.541
Te -0.900 2.257 0.131
Br 2.945 -6.629 0.440
S -2.418 -1.558 -0.076
O 4.318 0.963 0.646
O -0.068 -2.134 -1.712
O 1.981 0.712 -3.966
N 1.376 0.248 2.038
N 1.194 2.327 -2.479
N -1.349 1.273 -2.926
N 2.482 2.377 0.300
N -1.193 -2.551 -2.232
C -1.484 2.072 2.205
C 4.895 4.252 -1.803
C 3.168 -6.346 3.234
C 4.257 3.622 -0.750
C -5.427 3.758 2.407
C 3.052 2.920 -0.885
C -1.793 -0.227 -5.229
C 2.760 0.072 4.422
C -3.039 2.176 -0.107
C 1.515 -0.536 4.286
C 2.584 -5.790 2.104
C -2.835 0.046 -4.355
C 1.764 -4.667 2.185
C -1.154 -3.155 -3.439
C -0.341 0.986 -3.752
C -2.392 -2.342 -1.562
C 3.205 1.476 0.928
C -4.655 3.712 3.558
C -2.855 2.676 2.318
C 3.298 0.744 3.345
C 2.566 0.829 2.156
C 0.871 -0.427 3.067
C -3.376 3.169 3.509
C 2.940 -5.780 4.477
C -2.554 0.790 -3.222
C 1.087 1.402 -3.408
C -2.276 -3.618 -4.074
C -0.531 0.239 -4.917
C -3.508 -3.444 -3.441
C 4.329 4.182 -3.068
C -3.634 2.725 1.155
C 3.142 3.495 -3.235
C -4.916 3.262 1.213
C 1.547 -4.118 3.448
C 2.462 2.858 -2.183
C -3.552 -2.822 -2.219
C 2.126 -4.661 4.581
H 3.401 -6.211 5.357
H -3.337 2.748 -0.986
H -3.342 1.001 -2.507
H -0.093 -0.896 2.888
H 1.943 -4.203 5.545
H -5.515 3.301 0.310
H -3.333 1.132 -0.240
H -6.423 4.185 2.434
H 0.340 0.024 -5.520
H 0.921 -3.240 3.526
H 3.802 -7.216 3.129
H -1.963 -0.816 -6.123
H -4.488 -2.667 -1.703
H -0.152 -3.217 -3.840
H 1.063 -1.083 5.105
H 5.825 4.786 -1.638
H 2.683 3.432 -4.215
H -5.043 4.104 4.491
H -4.423 -3.792 -3.907
H 4.280 1.195 3.384
H 3.303 0.006 5.358
H 4.805 4.661 -3.918
H -0.758 2.550 2.861
H -2.767 3.135 4.406
H -2.185 -4.089 -5.043
H -1.529 1.009 2.455
H -3.835 -0.329 -4.529
H 4.692 3.653 0.241

=====

--- b ---
A molecular structure, C37H28BrCsIN5O3STe. Source: the OMol25 dataset; level of theory: the ωB97M-V functional and the def2-TZVPD basis.

LUMO energy = 0.137 Ha
charge = -2
HOMO = -0.0702 Eh

CARTESIAN COORDINATES (ANGSTROEM)
Cs -1.821 -0.629 -0.484
I -3.293 -0.325 2.705
Te 1.627 0.245 -0.656
Br -5.698 0.379 5.352
S -2.060 2.692 -0.591
O -2.422 -2.496 1.513
O 0.839 2.997 0.011
O -2.547 -1.769 -3.372
N -0.385 -3.041 0.535
N -0.534 -2.120 -2.278
N 0.441 3.643 -1.050
N 0.116 -0.693 2.422
N 0.309 0.322 -3.336
C -0.776 -0.281 -3.810
C 2.542 -1.703 -0.618
C -4.370 4.170 4.394
C -0.113 -1.751 4.984
C 3.007 0.592 0.955
C 5.419 -0.173 1.311
C 0.521 -0.004 3.497
C -1.348 -1.509 -3.114
C 4.155 -0.378 0.757
C -3.809 1.565 3.493
C 1.381 4.303 -1.786
C -1.062 -5.215 -0.254
C -0.903 3.638 -1.431
C -1.146 -2.550 1.450
C 0.424 -0.481 4.792
C 3.916 -1.529 -0.008
C -1.432 0.174 -4.956
C -0.563 -2.459 3.887
C -4.742 1.800 4.508
C -0.262 5.126 -3.285
C -1.315 -6.149 -1.242
C -3.150 2.672 2.954
C 6.199 -2.254 0.388
C 0.192 1.921 -5.117
C -1.212 4.429 -2.570
C -1.340 -5.731 -2.573
C -3.431 3.961 3.392
C 4.943 -2.460 -0.175
C -0.445 -1.886 2.619
C 6.442 -1.100 1.131
C 1.074 5.053 -2.890
C -5.026 3.086 4.959
C -0.936 1.283 -5.621
C -1.127 -4.394 -2.863
C -0.863 -3.428 -1.871
C -0.824 -3.858 -0.528
C 0.772 1.402 -3.972
H -1.020 -5.524 0.784
H -0.203 -2.167 5.982
H -1.036 -3.432 3.991
H -2.252 4.443 -2.862
H 2.382 4.177 -1.406
H 3.337 1.629 0.963
H -1.158 -4.051 -3.890
H 2.582 -2.129 -1.622
H -1.527 -6.438 -3.375
H -1.427 1.658 -6.512
H 4.752 -3.353 -0.764
H 1.648 1.869 -3.522
H 0.602 2.808 -5.585
H -5.754 3.226 5.749
H 2.506 0.389 1.908
H -4.598 5.175 4.737
H 7.422 -0.922 1.560
H -2.409 2.527 2.170
H -0.549 5.711 -4.155
H -2.322 -0.350 -5.274
H 1.867 5.556 -3.430
H 1.901 -2.354 -0.011
H -2.908 4.797 2.935
H 5.605 0.730 1.886
H -1.478 -7.188 -0.979
H 0.928 0.987 3.298
H 6.986 -2.986 0.243
H 0.754 0.124 5.626

=====

Question: which arrangement is favored energetically? Ranking from most to least stable: a, b.

=====

--- a ---
A molecular structure, C2H2N2PS. Source: the OMol25 dataset; level of theory: the ωB97M-V functional and the def2-TZVPD basis.

LUMO energy = 0.143 Ha
charge = -1
HOMO = -0.1234 Eh

CARTESIAN COORDINATES (ANGSTROEM)
S -1.029 -1.668 2.751
P -0.375 -0.467 1.154
N -1.272 0.311 0.131
N 1.039 -0.615 0.437
C 0.873 0.168 -0.665
C -0.389 0.678 -0.864
H 1.828 0.281 -1.347
H -0.675 1.312 -1.596

=====

--- b ---
A gas-phase ion, C2H2N2PS (charge -1). Source: the OMol25 dataset; level of theory: the ωB97M-V functional and the def2-TZVPD basis.

SMILES = [S-]/P=N/[C@@H]1C=N1
LUMO energy = 0.148 Ha
charge = -1
HOMO = -0.1277 Eh

CARTESIAN COORDINATES (ANGSTROEM)
S -3.636 0.140 0.527
P -2.171 -0.844 -0.322
N -0.818 -0.063 0.086
N 1.401 1.250 -0.327
C 0.468 -0.117 -0.386
C 1.621 0.281 0.480
H 2.460 -0.008 1.160
H 0.674 -0.639 -1.217

=====

Question: which arrangement is favored energetically? Ranking from most to least stable: a, b.

=====

--- a ---
3 unconnected molecules or ions with the total composition C4H13NO4. Source: the OMol25 dataset; level of theory: the ωB97M-V functional and the def2-TZVPD basis.

SMILES = C[C@@H](N)CC(=O)O.O.O
LUMO energy = 0.020 Ha
HOMO = -0.3319 Eh

CARTESIAN COORDINATES (ANGSTROEM)
O -0.586 0.450 -3.078
O 1.393 1.406 -1.509
O -0.742 2.200 0.968
O -1.317 0.297 -0.370
N 0.150 -1.779 -0.281
C -0.845 0.771 0.660
C 1.172 -2.277 2.005
C 0.798 -1.210 1.014
C -0.244 -0.148 1.719
H -0.089 -0.976 -0.832
H 1.239 -3.113 1.297
H 2.078 -1.829 2.499
H -0.923 2.434 0.090
H 0.367 -2.540 2.704
H -1.065 1.300 -3.150
H -1.009 -0.657 2.277
H 0.550 1.196 -1.862
H 1.681 -0.787 0.641
H -0.790 0.216 -2.224
H -0.630 -2.391 -0.143
H 0.224 0.515 2.429
H 2.038 1.431 -2.233

=====

--- b ---
3 unconnected molecules or ions with the total composition C4H13NO4. Source: the OMol25 dataset; level of theory: the ωB97M-V functional and the def2-TZVPD basis.

SMILES = CCCNC(=O)O.O.O
LUMO energy = 0.016 Ha
HOMO = -0.3580 Eh

CARTESIAN COORDINATES (ANGSTROEM)
O 1.138 2.363 -1.725
O -0.390 -0.400 -2.432
O -1.290 -1.770 -0.797
O -1.366 1.911 -2.423
N 0.486 -0.766 -0.247
C 0.033 -0.794 2.164
C 0.569 -1.652 0.930
C 0.581 0.592 2.254
C -0.365 -0.920 -1.320
H 1.223 0.039 -0.465
H 0.682 2.036 -2.543
H 1.594 0.638 2.473
H 0.378 3.020 -1.486
H 0.258 1.037 3.163
H -1.790 1.490 -1.616
H -1.429 -2.606 -1.413
H -1.388 1.222 -3.040
H 0.138 -2.626 0.812
H 0.366 1.111 1.319
H 0.103 -1.357 3.167
H 1.626 -1.734 1.162
H -1.157 -0.833 2.062

=====

Question: which arrangement is favored energetically? Ranking from most to least stable: b, a.

=====

--- a ---
14 unconnected molecules or ions with the total composition C6H42N2O13. Source: the OMol25 dataset; level of theory: the ωB97M-V functional and the def2-TZVPD basis.

LUMO energy = -0.006 Ha
HOMO = -0.3337 Eh

CARTESIAN COORDINATES (ANGSTROEM)
O 2.329 -1.085 4.242
O 3.293 -2.317 -1.141
O 2.519 0.873 -2.239
O 3.319 -1.600 1.598
O -4.713 -0.681 1.006
O 4.228 1.212 -0.193
O -1.349 2.808 3.891
O 0.204 0.660 3.627
O -3.483 1.630 3.048
O -1.716 -2.123 -2.968
O 1.116 -0.747 -4.001
O 1.576 -3.283 -3.051
O 3.479 3.676 -2.113
N -2.387 0.877 -1.635
N -0.802 -0.794 1.317
C -2.587 2.117 -2.384
C -1.757 0.875 -0.285
C -1.744 -1.476 2.193
C -0.535 1.789 -0.312
C 0.446 -1.519 1.137
C -1.414 -0.557 -0.022
H -4.097 1.703 2.321
H -0.503 0.372 3.027
H 1.520 -2.418 -3.517
H 2.615 -2.501 -1.819
H -1.169 -1.751 3.078
H 4.746 0.473 -0.525
H 3.122 -2.222 0.880
H 0.765 0.082 -3.671
H 4.112 -2.604 -1.551
H 3.152 0.140 -2.219
H -2.211 -2.388 1.797
H -1.877 2.522 3.139
H 0.250 1.211 -0.807
H 1.710 -0.371 3.995
H -0.294 1.339 4.138
H -1.628 -1.954 -3.915
H 1.157 -0.968 0.521
H -2.523 -0.755 2.418
H -5.192 -0.413 0.220
H -2.276 -1.240 -0.040
H 0.276 -2.510 0.692
H -0.609 3.354 3.595
H -3.580 2.055 -2.830
H 2.543 0.974 -1.272
H 0.652 -3.510 -2.924
H 0.977 -1.631 2.071
H -3.793 -0.524 0.759
H 4.270 -1.730 1.711
H -2.653 -1.933 -2.829
H 1.889 -0.506 -4.519
H -1.812 2.345 -3.115
H 2.513 3.712 -2.179
H -1.876 0.204 -2.194
H 3.787 0.887 0.607
H -0.089 1.958 0.679
H -2.518 1.299 0.380
H -3.401 0.796 3.521
H 3.510 2.909 -1.525
H 2.660 -1.391 3.388
H -2.663 2.932 -1.660
H -0.661 2.776 -0.749
H -0.822 -1.059 -0.791

=====

--- b ---
14 unconnected molecules or ions with the total composition C6H42N2O13. Source: the OMol25 dataset; level of theory: the ωB97M-V functional and the def2-TZVPD basis.

LUMO energy = 0.012 Ha
HOMO = -0.3360 Eh

CARTESIAN COORDINATES (ANGSTROEM)
O -1.915 -1.919 -3.702
O -2.801 2.343 0.632
O -1.938 4.535 -0.722
O -1.715 4.413 1.938
O 0.376 -3.273 -1.440
O 2.455 -4.558 0.908
O 0.778 -1.811 -3.733
O -2.105 -2.317 -1.026
O 3.067 -3.170 -1.310
O -1.139 -3.334 1.250
O -3.513 -0.208 -0.090
O 4.102 -0.755 -1.536
O 2.400 0.243 -3.342
N 0.064 1.961 1.092
N 1.318 -0.683 3.288
C -1.062 0.808 2.967
C 1.505 0.683 2.779
C 0.138 0.852 0.118
C 0.210 1.524 2.514
C 1.025 3.017 0.772
C -0.602 1.243 -1.170
H -0.352 -0.051 0.538
H 3.106 -0.169 -2.757
H -0.705 2.335 -1.333
H 0.762 3.449 -0.200
H -1.052 0.601 4.036
H 5.008 -0.949 -1.781
H -0.492 -2.825 -1.234
H -2.535 3.890 1.969
H 2.141 0.667 1.869
H 1.941 0.857 -2.761
H -2.263 -1.129 -4.112
H -1.521 -4.208 1.412
H -0.072 0.857 -2.025
H 0.700 -1.226 2.679
H -1.173 -0.179 2.525
H -2.171 -2.213 -2.018
H -2.520 -1.480 -0.673
H 1.430 -1.028 -3.684
H 3.734 -1.689 -1.372
H -4.219 -0.460 0.522
H 2.567 -3.907 1.629
H 0.940 -2.307 -2.928
H -3.257 0.713 0.170
H -1.526 -2.993 0.412
H -1.960 1.440 2.725
H -1.758 4.714 0.253
H 2.106 -3.111 -1.479
H 3.043 -3.699 -0.476
H -1.593 0.820 -1.233
H 1.530 -4.461 0.648
H 0.315 2.460 3.092
H -1.822 2.224 0.723
H -2.888 2.934 -0.124
H 1.175 0.564 -0.100
H 0.079 -4.065 -1.892
H 2.068 2.667 0.667
H 0.995 3.791 1.536
H -1.056 3.717 1.892
H -1.395 5.155 -1.210
H 0.861 -0.719 4.180
H 2.112 1.233 3.516
H -0.927 -1.811 -3.789

=====

Question: which arrangement is favored energetically? Ranking from most to least stable: b, a.

=====

--- a ---
6 unconnected molecules or ions with the total composition H12O6. Source: the OMol25 dataset; level of theory: the ωB97M-V functional and the def2-TZVPD basis.

2S+1 = 2
LUMO energy (alpha / beta) = 0.109 / 0.105 Ha
charge = -1
HOMO (alpha / beta) = 0.0146 / -0.2556 Eh

CARTESIAN COORDINATES (ANGSTROEM)
O 1.113 -0.891 2.088
O 1.461 3.459 -0.871
O -0.170 -2.022 -1.240
O -0.411 0.534 -0.004
O 2.250 -2.658 -0.310
O -3.734 1.777 0.708
H -0.548 -2.287 -2.079
H 2.153 -2.117 0.474
H -0.432 -0.230 -0.579
H 1.846 2.896 -1.543
H -4.012 1.623 1.610
H 1.682 4.348 -1.148
H -0.746 -2.411 -0.583
H 0.624 -1.482 2.661
H -3.012 1.164 0.571
H 1.462 -2.480 -0.824
H 0.440 -0.433 1.584
H 0.035 1.208 -0.517

=====

--- b ---
6 unconnected molecules or ions with the total composition H12O6. Source: the OMol25 dataset; level of theory: the ωB97M-V functional and the def2-TZVPD basis.

2S+1 = 2
LUMO energy (alpha / beta) = 0.128 / 0.129 Ha
charge = -1
HOMO (alpha / beta) = 0.0030 / -0.2893 Eh

CARTESIAN COORDINATES (ANGSTROEM)
O 3.840 4.986 23.295
O 6.517 5.671 22.402
O 2.955 2.541 24.286
O 1.222 6.396 23.397
O 3.342 7.438 21.943
O 4.451 5.895 25.944
H 3.364 3.231 23.764
H 3.002 7.821 21.134
H 3.869 8.134 22.336
H 7.300 5.287 22.007
H 3.555 6.219 25.847
H 6.232 6.335 21.774
H 3.389 2.595 25.137
H 3.343 5.618 22.776
H 0.889 5.726 22.801
H 1.827 6.913 22.865
H 4.674 5.545 25.082
H 4.748 5.111 23.018

=====

Question: which arrangement is favored energetically? Ranking from most to least stable: b, a.